C3H6N2O as an isolated structure, computed with ωB97M-V with the def2-TZVPD basis set.

Output
- Total energy: -8231.85992 eV
- Spin multiplicity: 1
- HOMO level: -8.741 eV
- Orbital gap: 9.089 eV

Each line ends with the natural charge from an NBO analysis.
Cartesian coordinates (Å):
C1 0.6730 1.7804 1.1294  -0.45
C2 -0.2747 -1.0623 -0.7863  -0.20
C3 -1.3713 -2.0259 -0.8758  0.39
H1 1.1026 2.8829 0.4680  0.21
H2 1.4266 1.4581 2.1132  0.22
H3 -0.6060 1.8760 1.4743  0.25
H4 1.4217 0.7240 -0.5474  0.36
H5 0.5318 -1.2629 -1.4976  0.16
H6 -1.2273 -2.5871 -1.8692  0.09
N1 0.7402 0.6188 0.2378  -0.40
N2 -0.2644 -0.1564 0.1498  -0.11
O1 -2.1521 -2.2456 0.0038  -0.51

***

A 2-piece molecular cluster, C3H6N2O overall, computed with ωB97M-V with the def2-TZVPD basis set.

Output
- SMILES string: N=C=CO.C=N
- Total energy: -8233.28677 eV
- Spin multiplicity: 1
- HOMO level: -7.870 eV
- Orbital gap: 8.674 eV

Each line ends with the natural charge from an NBO analysis.
Cartesian coordinates (Å):
N1 -1.2220 0.6665 2.1330  -0.62
C1 -0.0155 0.5238 1.8836  0.29
C2 1.2563 0.3006 1.6369  -0.06
O1 1.7388 -0.4666 0.6110  -0.70
H1 -1.6177 1.4675 1.6322  0.35
H2 2.0260 0.7470 2.2539  0.21
H3 0.9985 -0.5784 -0.0176  0.50
C3 -0.3106 -0.3916 -2.3017  -0.01
N2 -0.5724 -0.4461 -1.0635  -0.64
H4 0.5842 0.1433 -2.6220  0.17
H5 -0.9153 -0.8570 -3.0836  0.16
H6 -1.4333 -0.9579 -0.8666  0.35

***

C3H6N2O in the gas phase, computed with ωB97M-V with the def2-TZVPD basis set.

Output
- SMILES string: C/N=C/NC=O
- Total energy: -8234.73676 eV
- Spin multiplicity: 1
- HOMO level: -9.034 eV
- Orbital gap: 9.918 eV

Each line ends with the natural charge from an NBO analysis.
Cartesian coordinates (Å):
C1 2.3378 -0.0524 0.5535  -0.42
N1 0.9731 -0.0475 0.2169  -0.49
C2 -0.1397 -0.5863 0.1188  0.30
N2 -1.0367 0.2346 -0.5877  -0.62
C3 -2.2834 0.0741 -1.0922  0.53
O1 -2.8029 0.9115 -1.7997  -0.59
H1 2.5657 -0.2310 1.6090  0.20
H2 2.8827 -0.7634 -0.0782  0.21
H3 2.6804 0.9537 0.2932  0.20
H4 -0.5341 -1.5522 0.4773  0.16
H5 -0.5582 1.0845 -0.8667  0.42
H6 -2.7744 -0.8675 -0.7952  0.11

***

C3H6N2O in the gas phase, computed with ωB97M-V with the def2-TZVPD basis set.

Output
- SMILES string: [H]/N=C(\C)NC=O
- Total energy: -8236.15031 eV
- Spin multiplicity: 1
- HOMO level: -9.933 eV
- Orbital gap: 10.700 eV

Each line ends with the natural charge from an NBO analysis.
Cartesian coordinates (Å):
H1 0.2881 1.7267 -1.9065  0.34
N1 -0.1698 1.7114 -0.9984  -0.67
C1 -0.0196 0.5790 -0.4383  0.45
C2 0.7574 -0.5859 -1.0051  -0.70
N2 -0.6219 0.4526 0.8179  -0.63
C3 -0.6569 -0.5760 1.7246  0.54
O1 -1.2496 -0.4953 2.7775  -0.57
H2 0.8526 -0.4448 -2.0852  0.23
H3 0.2766 -1.5526 -0.8315  0.23
H4 1.7668 -0.6226 -0.5807  0.24
H5 -1.1219 1.2870 1.1040  0.42
H6 -0.1016 -1.4795 1.4218  0.12

***

C3H6N2O in the gas phase, computed with ωB97M-V with the def2-TZVPD basis set.

Output
- SMILES string: [H]/N=C(\C)NC=O
- Total energy: -8236.14001 eV
- Spin multiplicity: 1
- HOMO level: -9.928 eV
- Orbital gap: 10.691 eV

Each line ends with the natural charge from an NBO analysis.
Cartesian coordinates (Å):
H1 1.1455 -1.0203 -2.0878  0.34
N1 0.2034 -0.9943 -1.7061  -0.67
C1 0.1755 -0.3411 -0.6145  0.45
C2 1.3588 0.3437 0.0285  -0.70
N2 -1.0883 -0.2460 -0.0202  -0.63
C3 -1.5340 0.3223 1.1455  0.54
O1 -2.6966 0.2774 1.4843  -0.57
H2 2.2727 -0.0537 -0.4220  0.23
H3 1.4205 0.1880 1.1094  0.23
H4 1.3330 1.4224 -0.1619  0.24
H5 -1.8086 -0.7133 -0.5596  0.42
H6 -0.7581 0.8216 1.7491  0.12

***

C3H6N2O in the gas phase, computed with ωB97M-V with the def2-TZVPD basis set.

Output
- Total energy: -8231.53274 eV
- Spin multiplicity: 1
- HOMO level (alpha / beta): -7.175 / -7.173 eV
- Orbital gap (alpha / beta): 7.843 / 7.842 eV

Each line ends with the natural charge from an NBO analysis.
Cartesian coordinates (Å):
N1 1.6989 0.3711 -0.4847  -0.76
C1 0.6778 0.1592 0.3461  0.66
O1 0.8370 -0.1370 1.5677  -0.36
C2 -0.7040 0.2769 -0.1332  -0.24
C3 -1.1795 -0.3026 -1.2404  -0.47
N2 -0.4944 -0.8328 1.8525  -0.60
H1 2.6617 0.2565 -0.2065  0.42
H2 1.4679 0.6224 -1.4333  0.42
H3 -1.2634 1.0390 0.4016  0.24
H4 -0.6713 -1.1494 -1.6896  0.20
H5 -2.1852 -0.0870 -1.5785  0.21
H6 -0.8458 -0.2163 2.5985  0.28

***

C3H6N2O in the gas phase, computed with ωB97M-V with the def2-TZVPD basis set.

Output
- SMILES string: C/N=C(\N)C=O
- Total energy: -8234.67784 eV
- Spin multiplicity: 1
- HOMO level: -9.502 eV
- Orbital gap: 9.851 eV

Each line ends with the natural charge from an NBO analysis.
Cartesian coordinates (Å):
C1 1.7732 -0.2893 -0.0454  -0.45
N1 0.5069 -0.9577 0.0521  -0.48
C2 -0.4987 -0.1869 0.1288  0.31
N2 -0.5314 1.1515 0.1151  -0.83
C3 -1.9318 -0.7994 0.0379  0.42
O1 -2.9578 -0.1702 -0.0501  -0.51
H1 1.7169 0.7311 -0.6850  0.15
H2 2.1627 -0.0215 1.0717  0.21
H3 2.6135 -0.9701 -0.5233  0.22
H4 0.3360 1.7226 -0.0981  0.40
H5 -1.4034 1.6770 -0.1112  0.42
H6 -1.7862 -1.8871 0.1075  0.13

***

C3H6N2O in the gas phase, computed with ωB97M-V with the def2-TZVPD basis set.

Output
- SMILES string: [H]/N=C(\C)NC=O
- Total energy: -8235.95165 eV
- Spin multiplicity: 1
- HOMO level: -9.851 eV
- Orbital gap: 10.605 eV

Each line ends with the natural charge from an NBO analysis.
Cartesian coordinates (Å):
H1 -1.6701 1.1897 -1.5193  0.34
N1 -0.8128 0.6534 -1.6075  -0.67
C1 -0.3761 0.2840 -0.4692  0.45
C2 -1.0966 0.5505 0.8368  -0.69
N2 0.8509 -0.3921 -0.5611  -0.63
C3 1.7163 -1.0788 0.2530  0.54
O1 2.7247 -1.5823 -0.1944  -0.57
H2 -1.7213 1.4368 0.6813  0.23
H3 -0.4492 0.7471 1.6956  0.23
H4 -1.7748 -0.2715 1.0927  0.24
H5 1.1609 -0.3930 -1.5268  0.42
H6 1.4481 -1.1439 1.3190  0.12

***

A 3-piece molecular cluster, C3H6N2O overall, computed with ωB97M-V with the def2-TZVPD basis set.

Output
- SMILES string: N#CC=O.[H][H].C=N
- Total energy: -8233.00941 eV
- Spin multiplicity: 1
- HOMO level: -10.836 eV
- Orbital gap: 10.530 eV

Each line ends with the natural charge from an NBO analysis.
Cartesian coordinates (Å):
N1 -1.7088 1.0350 1.5948  -0.27
C1 -0.8613 0.2503 1.6237  0.18
C2 0.1929 -0.7911 1.6867  0.35
O1 1.0355 -0.7746 2.5384  -0.44
H1 0.1142 -1.5542 0.8996  0.17
H2 2.0512 0.7713 -0.0249  0.00
H3 2.6079 0.9706 0.4280  -0.01
C3 -1.0058 0.2476 -1.7013  -0.02
N2 0.0881 -0.2636 -1.3067  -0.64
H4 -1.5407 0.9189 -1.0278  0.18
H5 -1.4609 0.0506 -2.6771  0.15
H6 0.4878 -0.8610 -2.0335  0.34

***

C3H6N2O in the gas phase, computed with ωB97M-V with the def2-TZVPD basis set.

Output
- SMILES string: NC(=O)[C@H]1CN1
- Total energy: -8235.30006 eV
- Spin multiplicity: 1
- HOMO level: -9.614 eV
- Orbital gap: 10.522 eV

Each line ends with the natural charge from an NBO analysis.
Cartesian coordinates (Å):
N1 -0.4788 -0.1376 1.7760  -0.82
C1 -0.3739 -0.9778 0.7125  0.66
O1 -0.4884 -2.1849 0.8181  -0.60
C2 -0.1269 -0.3565 -0.6414  -0.18
C3 0.1682 1.0689 -0.9116  -0.26
N2 1.2428 0.0859 -0.9037  -0.56
H1 -0.5357 -0.5506 2.6946  0.41
H2 -0.3256 0.8518 1.6967  0.39
H3 -0.6357 -0.9178 -1.4223  0.22
H4 0.2122 1.8069 -0.1124  0.19
H5 -0.1786 1.4769 -1.8584  0.20
H6 1.5206 -0.1653 -1.8481  0.36

***

C3H6N2O as an isolated structure, computed with ωB97M-V with the def2-TZVPD basis set.

Output
- Total energy: -8232.11557 eV
- Spin multiplicity: 1
- HOMO level: -8.221 eV
- Orbital gap: 9.095 eV

Each line ends with the natural charge from an NBO analysis.
Cartesian coordinates (Å):
C1 -0.0767 0.1045 -0.2289  0.35
C2 -0.5963 1.1271 -1.1712  -0.66
N1 0.9228 0.3433 0.6721  -0.31
C3 0.0467 -1.5022 1.0192  0.06
O1 -0.9976 -0.6649 0.4909  -0.53
N2 1.0493 -0.6900 1.4974  -0.30
H1 1.6830 1.0006 0.5811  0.41
H2 0.4880 -1.5808 -0.2770  0.07
H3 -0.3152 -2.3034 1.6561  0.22
H4 -1.4513 1.6482 -0.7327  0.23
H5 0.1709 1.8640 -1.4099  0.22
H6 -0.9235 0.6536 -2.0971  0.24

***

A 2-piece molecular cluster, C3H6N2O overall, computed with ωB97M-V with the def2-TZVPD basis set.

Output
- Total energy: -8233.97889 eV
- Spin multiplicity: 1
- HOMO level: -10.797 eV
- Orbital gap: 11.438 eV

Each line ends with the natural charge from an NBO analysis.
Cartesian coordinates (Å):
N1 0.7220 0.7131 1.0628  -0.66
C1 -0.1468 -0.2144 1.0182  0.16
C2 -0.9457 -0.4918 -0.2295  -0.14
O1 -2.3190 -0.3070 0.0578  -0.70
C3 2.2800 -0.2490 -2.3301  0.26
N2 1.9663 0.4485 -1.4402  -0.76
H1 1.1335 0.8001 1.9919  0.36
H2 1.6129 0.8798 -0.5817  0.46
H3 -0.4119 -0.8290 1.8873  0.17
H4 -0.5981 0.1437 -1.0522  0.19
H5 -0.8235 -1.5369 -0.5309  0.20
H6 -2.4697 0.6431 0.1464  0.47